{
  "formula": "C5H8N4O2",
  "method": "wB97M-V/def2-TZVPD",
  "gap_ev": 9.9,
  "de_lowest_kcal_mol": 164.4,
  "mol_weight_g_mol": 156.14,
  "species": ["C", "C", "C", "C", "C", "H", "H", "H", "H", "H", "H", "H", "H", "N", "N", "N", "N", "O", "O"],
  "positions_angstrom": [[1.445, 0.483, 0.061], [3.809, -0.371, -0.286], [-0.709, 1.188, -0.034], [-1.361, -0.256, -0.398], [-2.741, -0.322, -0.050], [0.541, -0.526, 1.571], [1.992, -0.906, 1.452], [2.767, 1.257, -0.893], [-0.811, 1.717, 1.149], [-1.126, 1.769, -0.600], [-1.206, -0.375, -1.790], [-0.929, -1.144, 0.108], [-4.442, -1.658, -0.198], [1.375, -0.667, 0.878], [2.842, 0.593, -0.378], [4.590, -1.270, -0.196], [0.714, 1.392, -0.239], [-3.300, -1.517, -0.431], [-3.449, 0.612, 0.275]],
  "forces_ev_per_a": [[6.32, -4.44, 2.72], [1.23, -1.81, -0.24], [3.83, -5.10, 8.81], [3.87, 0.60, -2.52], [-5.06, 0.99, -1.48], [1.48, -0.49, -1.99], [7.89, -2.16, 5.11], [0.94, 10.14, -8.64], [-0.65, -2.13, -3.10], [-4.84, 6.53, -5.83], [-0.56, 0.15, 4.61], [0.44, 0.59, -0.84], [5.34, 1.42, -0.83], [-11.31, 3.40, -3.71], [-0.03, -10.36, 8.25], [-2.88, 3.49, -0.20], [-2.96, 1.00, -2.04], [-3.91, -1.15, 1.35], [0.87, -0.67, 0.57]]
}


{
  "formula": "C5H8NO",
  "method": "wB97M-V/def2-TZVPD",
  "total_charge": 1,
  "gap_ev": [8.8, 8.8],
  "de_lowest_kcal_mol": 159.5,
  "mol_weight_g_mol": 98.12,
  "species": ["C", "C", "C", "C", "C", "N", "O", "H", "H", "H", "H", "H", "H", "H", "H"],
  "positions_angstrom": [[0.930, 0.087, -0.919], [1.485, 0.048, -2.222], [0.302, 0.252, 1.752], [-0.784, -0.623, 1.206], [-1.773, -0.037, 0.256], [0.608, -0.767, 0.733], [1.980, 0.778, -1.044], [1.940, -0.966, -2.455], [1.330, 0.835, -2.979], [0.464, 1.402, 1.548], [0.749, 0.036, 2.639], [-1.338, -1.502, 1.642], [-2.294, -0.846, -0.346], [-1.261, 0.519, -0.655], [-2.338, 0.783, 0.842]],
  "forces_ev_per_a": [[-0.27, -0.81, 4.43], [0.32, -1.17, -2.52], [-1.03, 2.13, -2.25], [-0.02, 0.49, -0.84], [-0.22, 1.93, -2.12], [0.39, 1.36, -3.11], [0.13, -0.53, 1.79], [-0.04, 1.63, -0.02], [-0.64, -1.13, 0.01], [-0.90, -2.45, -0.06], [1.27, -0.91, 2.51], [1.62, 0.66, 0.31], [-0.19, 1.11, 1.33], [-0.48, -0.56, 1.87], [0.05, -1.77, -1.33]]
}


{
  "formula": "C5H8NO",
  "method": "wB97M-V/def2-TZVPD",
  "total_charge": 1,
  "gap_ev": 10.3,
  "de_lowest_kcal_mol": 0.0,
  "mol_weight_g_mol": 98.12,
  "smiles": "C[N+]1=C(O)C=CC1",
  "species": ["C", "C", "C", "C", "C", "N", "O", "H", "H", "H", "H", "H", "H", "H", "H"],
  "positions_angstrom": [[1.050, 1.310, 0.838], [1.769, 0.865, -0.190], [-0.190, 0.664, 1.016], [0.996, -0.342, -0.654], [-1.341, -1.186, -0.201], [-0.294, -0.249, 0.062], [-1.236, 0.889, 1.778], [1.172, 2.251, 1.333], [2.632, 1.295, -0.665], [0.831, -0.611, -1.674], [1.574, -1.170, -0.200], [-1.119, -1.511, -1.295], [-2.296, -0.756, -0.005], [-1.321, -2.060, 0.442], [-1.013, 1.276, 2.610]],
  "forces_ev_per_a": [[0.82, 2.90, 1.16], [-1.83, -1.01, -0.44], [-1.27, -1.87, -2.12], [0.30, -0.38, 1.14], [0.57, -1.37, -1.91], [1.52, 0.42, 0.87], [0.38, -0.69, -0.87], [0.66, 0.27, 0.48], [0.26, -0.11, 0.17], [0.13, 0.41, -0.80], [-0.32, -0.16, -0.22], [-1.21, 0.41, 1.90], [-0.74, 0.57, -0.49], [0.49, -0.21, 0.10], [0.25, 0.81, 1.04]]
}


{
  "formula": "C5H8NO",
  "method": "wB97M-V/def2-TZVPD",
  "total_charge": 1,
  "gap_ev": 10.8,
  "de_lowest_kcal_mol": 137.0,
  "mol_weight_g_mol": 98.12,
  "species": ["C", "C", "C", "C", "C", "N", "O", "H", "H", "H", "H", "H", "H", "H", "H"],
  "positions_angstrom": [[-1.045, -0.299, -0.227], [-2.222, -0.634, -0.724], [0.249, 0.926, 1.112], [0.262, 0.269, -0.272], [1.508, -0.344, -0.920], [-0.305, -0.389, 0.993], [1.301, 1.202, 1.815], [-3.049, -1.089, 0.005], [-2.366, -0.638, -1.829], [-1.036, 1.989, 1.180], [1.118, -0.872, -1.714], [1.793, -1.042, -0.031], [2.229, 0.427, -1.056], [-0.072, -1.333, 1.318], [2.084, 1.674, 1.460]],
  "forces_ev_per_a": [[-1.02, 0.96, -0.81], [-1.15, -1.38, 1.22], [-4.21, 4.53, -2.23], [1.50, -0.16, -0.48], [-1.13, 0.03, 4.74], [-1.35, -2.18, 1.62], [1.27, -0.50, 1.25], [2.03, 0.92, -1.92], [-0.15, 0.43, 1.18], [3.48, -2.79, 0.11], [0.12, -1.15, -2.10], [0.43, 0.86, -2.10], [0.72, 0.18, -0.63], [0.45, 0.56, 0.44], [-0.99, -0.30, -0.30]]
}


{
  "formula": "C5H8NO",
  "method": "wB97M-V/def2-TZVPD",
  "total_charge": 1,
  "gap_ev": [7.9, 7.9],
  "de_lowest_kcal_mol": 205.4,
  "mol_weight_g_mol": 98.12,
  "species": ["C", "C", "C", "C", "C", "N", "O", "H", "H", "H", "H", "H", "H", "H", "H"],
  "positions_angstrom": [[-0.372, 0.469, 1.344], [-1.091, 1.596, 1.934], [0.383, -0.383, -0.903], [-0.276, -1.572, -1.028], [1.523, 0.252, -1.560], [-0.358, -0.352, 2.275], [-0.992, 0.648, 3.085], [-0.372, 2.420, 2.112], [-2.188, 1.697, 1.703], [-1.154, -1.463, -1.741], [-0.693, -1.996, -0.081], [0.213, -2.467, -1.469], [2.063, -0.567, -2.099], [2.148, 1.044, -1.066], [1.166, 0.674, -2.506]],
  "forces_ev_per_a": [[0.68, -1.35, -3.74], [-0.12, -0.01, 1.18], [1.53, 3.57, 3.09], [-1.99, -3.76, -0.48], [-0.17, -0.98, -0.63], [0.53, -0.61, -0.19], [-0.55, 0.72, 0.53], [-1.21, 0.11, -0.16], [1.43, 0.49, -0.08], [0.50, 0.35, 0.69], [-0.03, 0.86, -0.51], [0.53, 0.76, -0.32], [0.40, 0.35, 0.85], [-0.88, -1.07, -0.15], [-0.63, 0.54, -0.09]]
}


{
  "formula": "C5H8NO",
  "method": "wB97M-V/def2-TZVPD",
  "total_charge": 1,
  "gap_ev": 10.7,
  "de_lowest_kcal_mol": 119.4,
  "mol_weight_g_mol": 98.12,
  "species": ["C", "C", "C", "C", "C", "N", "O", "H", "H", "H", "H", "H", "H", "H", "H"],
  "positions_angstrom": [[-0.346, 0.695, 2.373], [-1.738, 0.477, -1.070], [-0.984, -0.218, 1.937], [-0.511, 0.250, -0.778], [1.402, -1.165, -0.959], [0.710, 0.046, -0.602], [1.539, 0.953, -0.017], [0.206, 1.499, 2.767], [1.071, 1.752, 0.279], [-2.016, 0.891, -2.033], [-2.559, 0.271, -0.399], [-1.548, -1.055, 1.639], [2.125, -1.387, -0.173], [1.946, -1.019, -1.895], [0.702, -1.991, -1.069]],
  "forces_ev_per_a": [[-0.28, -0.30, -0.22], [-0.71, 0.16, -0.31], [0.22, 0.25, 0.38], [0.72, 0.04, 0.10], [0.96, -0.94, -0.26], [-1.19, 0.68, -0.05], [0.85, 0.05, 0.05], [0.28, 0.42, 0.32], [-0.47, -0.24, -0.21], [0.21, 0.03, -0.12], [0.09, -0.07, 0.25], [-0.31, -0.44, -0.11], [-0.17, 0.04, 0.02], [-0.10, 0.12, 0.10], [-0.09, 0.22, 0.06]]
}


{
  "formula": "C5H8NO",
  "method": "wB97M-V/def2-TZVPD",
  "total_charge": 1,
  "gap_ev": 9.9,
  "de_lowest_kcal_mol": 47.7,
  "mol_weight_g_mol": 98.12,
  "smiles": "C=C1[NH+]=C[C@@]1(C)O",
  "species": ["C", "C", "C", "C", "C", "N", "O", "H", "H", "H", "H", "H", "H", "H", "H"],
  "positions_angstrom": [[0.677, 0.555, 0.505], [1.222, 1.749, 0.374], [0.308, -1.478, 0.678], [-0.725, -0.091, 0.472], [-1.213, -0.330, -0.955], [1.323, -0.700, 0.626], [-1.798, 0.522, 1.179], [2.293, 1.878, 0.391], [0.627, 2.633, 0.237], [0.240, -2.547, 0.717], [-0.437, -0.755, -1.594], [-1.541, 0.615, -1.384], [-2.067, -1.002, -0.923], [2.317, -0.917, 0.598], [-1.535, 0.858, 2.044]],
  "forces_ev_per_a": [[-0.42, 1.08, 0.00], [0.01, -0.36, 0.09], [-2.03, 1.92, 1.01], [0.24, 0.09, -0.60], [-0.19, 0.27, 0.18], [0.37, -0.70, 0.04], [1.80, -1.76, -0.80], [0.11, -0.02, 0.01], [-0.26, 0.11, 0.04], [0.24, -0.43, 0.02], [-0.02, 0.01, 0.04], [0.01, 0.02, 0.00], [-0.03, -0.07, -0.02], [-0.07, -0.07, -0.13], [0.23, -0.09, 0.13]]
}


{
  "formula": "C5H8NO",
  "method": "wB97M-V/def2-TZVPD",
  "total_charge": 1,
  "gap_ev": [8.8, 8.8],
  "de_lowest_kcal_mol": 145.0,
  "mol_weight_g_mol": 98.12,
  "species": ["C", "C", "C", "C", "C", "N", "O", "H", "H", "H", "H", "H", "H", "H", "H"],
  "positions_angstrom": [[-2.402, -0.878, 0.247], [-0.773, 1.036, 0.507], [2.443, 0.210, -0.304], [-0.443, 0.415, -0.829], [1.399, -0.796, -0.400], [-1.520, -0.031, -0.076], [1.725, -0.382, 0.812], [-2.672, -1.745, -0.162], [-3.003, -0.705, 1.038], [-0.111, 0.784, 1.470], [-1.229, 2.060, 0.763], [3.527, -0.211, -0.250], [2.384, 1.209, -0.409], [-0.473, 0.858, -1.736], [1.148, -1.825, -0.670]],
  "forces_ev_per_a": [[1.58, 2.37, -0.19], [1.19, 1.95, 2.50], [3.51, -4.94, 0.76], [3.23, -2.38, 4.10], [-2.70, 2.21, -0.34], [-0.66, -0.74, 0.29], [-0.50, -0.41, 0.59], [-0.32, -3.15, -2.97], [-1.35, 1.10, 3.11], [-1.26, -0.09, -2.36], [0.24, -1.68, -1.26], [-1.90, 1.00, -0.57], [-0.83, 3.17, -0.69], [-0.59, 1.14, -2.83], [0.37, 0.45, -0.14]]
}